The following is a DFT calculation (ωB97M-V/def2-TZVPD) of an isolated ion of composition C5H16N2 and charge +2.

XYZ file:
```
23
Properties=species:S:1:pos:R:3:forces:R:3:mulliken_charge:R:1
N -2.990550 0.904598 -0.824301 -0.6 -1.1 0.5 -0.257
C -1.673316 0.300646 -1.155290 1.9 0.1 -0.9 -0.671
C -0.524214 1.156693 -0.597775 0.0 0.9 0.9 -0.642
C 0.095958 0.829721 0.776048 -0.3 -1.1 1.2 -0.630
C 0.494396 -0.659416 0.955286 0.1 0.5 -0.9 -0.815
C 1.630757 -1.106879 0.022309 -0.2 -1.4 0.6 -0.511
N 2.921173 -1.275945 0.816419 0.8 0.6 -0.3 -0.317
H -3.108128 1.166369 0.159902 0.3 0.2 -0.1 0.332
H -3.732762 0.214845 -0.977382 -0.2 0.2 -0.3 0.368
H -3.163821 1.712293 -1.415892 -0.2 0.3 0.0 0.377
H -1.582008 0.279625 -2.246636 -0.3 0.4 0.1 0.292
H -1.575139 -0.760006 -0.937986 -0.7 0.0 0.7 0.447
H 0.304196 1.270053 -1.301531 -0.4 -0.2 -0.3 0.423
H -0.930563 2.172109 -0.455742 0.3 -0.1 -0.4 0.386
H -0.566153 1.003601 1.643037 -0.2 0.3 -0.6 0.305
H 0.937275 1.493867 0.977346 0.1 0.1 -0.3 0.366
H -0.406465 -1.234181 0.748518 0.2 -0.3 0.0 0.290
H 0.763486 -0.934842 1.975019 -0.1 0.3 0.2 0.493
H 1.464135 -2.120240 -0.355171 -0.2 0.2 -0.1 0.296
H 1.811643 -0.468637 -0.837166 0.3 0.2 0.2 0.392
H 3.720687 -1.392878 0.186176 0.0 0.2 -0.1 0.370
H 2.985039 -2.086968 1.436515 -0.6 -0.1 0.0 0.364
H 3.124383 -0.464424 1.408301 0.0 0.1 -0.1 0.340
```
Positions in Å, forces in eV/Å.

Computed properties:
Total charge ... +2
Energy above the lowest of the compared OMol25 structures with the same formula, charge and spin ... 10.76 kcal per mole
HOMO ... -19.24 eV
Structure (SMILES) ... [NH3+]CCCCC[NH3+]
HOMO-LUMO gap ... 12.9 eV
F_max ... 2.1 eV/A
E_tot ... -309.00971 a.u.